Entry from OMol25: a 2-piece molecular cluster, C5H15NP overall at a distorted geometry (ωB97M-V/def2-TZVPD).

Calculated values
- E_tot: -16197.1781 eV
- LUMO energy: -0.127 Ha
- F_max: 7.21 eV Å⁻¹
- Molecular weight: 120.156 g/mol
- Energy relative to the best compared isomer or geometry (same formula, charge and spin): 283.0 kJ/mol
- Total charge: +1

Each line ends with the Mulliken charge.
Atoms and positions in Å:
C  -2.24030  -0.32571  0.39347  -0.9500
C  -0.27173  1.86664  0.08162  -1.3419
C  0.64087  -0.74566  -1.51630  -1.3153
C  -0.32614  0.40801  0.65594  -0.1939
C  0.70425  -0.39007  -0.04984  -0.1376
N  0.78495  -1.68334  0.73522  -0.1733
P  2.63594  0.35568  0.18814  0.0776
H  -2.73071  0.38786  -0.11735  0.4046
H  -2.59098  -0.54796  1.44162  0.3118
H  -2.12298  -1.35598  -0.01558  0.2949
H  -1.19562  2.53748  0.38632  0.3331
H  -0.21793  1.96006  -1.05027  0.2945
H  0.52547  2.48492  0.42800  0.4133
H  0.81076  0.06058  -2.31100  0.3871
H  -0.24914  -1.45818  -1.66764  0.2336
H  1.48673  -1.32313  -1.77067  0.5588
H  -0.17934  0.46216  1.66517  0.5151
H  1.11995  -1.58559  1.72281  0.3806
H  -0.14466  -2.14824  0.63508  0.3280
H  1.47868  -2.24473  0.33367  0.3881
H  2.25511  1.40167  1.23642  0.0922
H  2.62733  1.28705  -0.81313  0.0986

Forces on the atoms, in the same order (eV/Å):
5.27 -3.00 3.89
-3.04 1.11 -0.73
-1.63 -0.28 -0.92
-3.52 1.49 -4.45
2.61 1.11 0.73
-0.99 0.21 0.73
-1.85 0.08 2.25
-1.62 2.14 -1.86
0.24 0.91 -1.06
-0.26 1.08 -0.51
1.51 -1.71 -0.56
-0.22 -0.58 1.31
0.93 -0.06 0.55
-1.24 -0.64 1.53
0.93 1.44 -0.40
1.21 -1.16 0.05
0.28 -0.19 2.73
-0.98 0.21 -0.77
0.76 0.17 0.61
1.28 -1.47 -1.07
0.60 -1.42 -1.21
-0.26 0.56 -0.85

Entry from OMol25: a 2-piece molecular cluster, C4H12N2 overall at a distorted geometry (ωB97M-V/def2-TZVPD).

Calculated values
- E_tot: -7321.4977 eV
- LUMO energy: 0.038 Ha
- F_max: 2.05 eV Å⁻¹
- Molecular weight: 88.154 g/mol
- Energy relative to the best compared isomer or geometry (same formula, charge and spin): 147.7 kJ/mol
- Total charge: 0
- Structure (SMILES): C=CN.CCN

Each line ends with the Mulliken charge.
Atoms and positions in Å:
C  2.20619  0.33661  -1.30548  -0.8737
C  1.72265  -0.75751  -0.73250  0.3029
N  2.34944  -1.81367  -0.11272  -0.4584
H  3.26975  0.54429  -1.38556  0.2458
H  1.63245  1.17489  -1.67245  0.2447
H  0.64910  -0.85791  -0.60190  0.1051
H  3.33625  -1.99612  -0.13224  0.1949
H  2.10653  -2.02783  0.83857  0.2270
C  -1.79661  1.14238  -0.43165  -0.6022
C  -2.07882  -0.02784  0.57433  -0.4979
N  -1.42050  0.04386  1.86813  -0.6169
H  -0.87494  0.83532  -0.91570  0.0028
H  -2.60217  1.41747  -1.09796  0.3245
H  -1.65540  2.00554  0.22651  0.2434
H  -3.15066  -0.12133  0.75172  0.3215
H  -1.69296  -0.94348  0.11466  0.3599
H  -0.40939  0.06945  1.77203  0.2504
H  -1.59092  0.97588  2.24221  0.2261

Forces on the atoms, in the same order (eV/Å):
1.00 0.39 -0.19
-0.81 0.80 0.74
0.94 -1.35 0.45
0.07 -0.38 0.11
-0.58 -0.44 -0.11
-0.11 0.14 -0.18
0.40 0.71 -0.80
-0.93 0.11 0.01
0.21 -0.57 1.96
-0.08 -0.14 -0.99
0.30 1.01 0.30
0.06 0.71 -0.47
-0.11 -0.44 -0.38
0.38 0.22 -0.39
0.03 -0.17 -0.03
-0.53 -0.11 -0.03
0.07 -0.35 -0.29
-0.29 -0.14 0.29

Entry from OMol25: C13H19N7S2SeTa as an isolated structure (ωB97M-V/def2-TZVPD).

Calculated values
- E_tot: -112783.3260 eV
- LUMO energy: -0.133 Ha
- F_max: 0.25 eV Å⁻¹
- Molecular weight: 597.386 g/mol
- Energy relative to the best compared isomer or geometry (same formula, charge and spin): 0.0 kJ/mol
- Total charge: +1

Each line ends with the Mulliken charge.
Atoms and positions in Å:
Ta  -1.36079  1.20025  -0.96275  0.7517
S  -0.07550  1.42831  -2.90543  -0.2594
C  1.00803  2.16154  -1.69845  0.6860
C  2.36861  1.79361  -1.67886  -0.5372
C  3.25048  2.40985  -0.82581  -0.6352
C  2.79825  3.39821  0.05859  -0.5408
C  1.46792  3.73658  0.09513  -0.6469
C  0.54461  3.13423  -0.78166  0.2372
S  -1.16965  3.52830  -0.64450  -0.2850
H  2.71504  1.04658  -2.38150  0.5057
H  4.29815  2.14187  -0.84836  0.4150
H  3.49877  3.89604  0.71581  0.4048
H  1.10740  4.48684  0.78701  0.4526
Se  -3.55651  0.92250  -1.42886  -0.1288
C  0.70586  -1.27680  -0.64579  0.1282
C  1.03652  -2.78498  -0.52090  -0.9372
N  -0.16274  -3.58961  -0.70189  -0.1284
C  -1.11625  -3.28193  0.35436  -0.8876
C  -1.43769  -1.76724  0.37885  -0.4475
N  -0.76952  -1.07902  -0.77280  0.3311
C  -1.21370  -1.78689  -2.02578  -0.5729
C  -0.76431  -3.26645  -1.98914  -0.7452
H  1.16715  -0.83253  -1.52727  0.2502
H  1.04740  -0.72347  0.22999  -0.0132
H  1.46470  -3.00990  0.45637  0.3631
H  1.76819  -3.07396  -1.27525  0.3333
H  -0.69370  -3.59540  1.30933  0.3955
H  -2.02066  -3.86642  0.18695  0.2408
H  -1.07469  -1.31277  1.29735  0.2120
H  -2.50621  -1.56817  0.29984  0.5389
H  -0.78365  -1.25539  -2.87175  0.3251
H  -2.29547  -1.68718  -2.08361  0.4692
H  -0.03726  -3.47161  -2.77485  0.3101
H  -1.61801  -3.92410  -2.15073  0.3003
N  -1.81806  1.64080  4.44537  -0.5973
N  -1.14602  1.39287  3.27314  1.2233
N  0.16345  1.48322  3.19464  -0.8845
C  0.36295  1.28887  1.90223  -0.2420
N  -0.79665  1.09607  1.25944  0.2222
N  -1.76462  1.16820  2.16668  -0.7961
H  -1.22573  1.35802  5.21785  0.3141
H  -2.69946  1.14018  4.43207  0.3126
H  1.33335  1.30086  1.43492  0.5624

Forces on the atoms, in the same order (eV/Å):
0.07 -0.18 0.11
0.02 -0.07 -0.09
0.00 0.04 0.00
-0.04 -0.02 -0.05
0.01 0.00 0.02
0.03 0.01 0.00
-0.02 0.01 -0.02
0.02 -0.03 0.08
-0.02 0.25 0.00
0.00 0.00 0.00
0.00 0.00 -0.01
0.00 0.00 0.01
0.00 0.00 0.00
-0.02 0.01 0.03
-0.01 0.04 0.00
0.01 -0.01 -0.01
0.00 0.01 0.00
0.00 0.00 0.01
-0.01 0.00 -0.03
0.01 -0.05 0.01
0.00 0.06 0.01
0.00 -0.01 -0.01
-0.01 -0.01 0.00
0.02 -0.01 0.00
-0.02 -0.01 0.01
0.01 0.00 0.01
-0.01 -0.01 0.00
0.00 0.00 -0.01
0.01 0.00 0.00
0.00 0.00 0.02
-0.01 -0.01 -0.02
0.00 -0.01 0.02
0.01 0.00 0.01
0.01 0.00 -0.01
0.02 -0.02 0.00
-0.04 0.03 0.04
0.02 -0.03 -0.01
0.02 0.00 -0.01
-0.10 0.00 -0.06
0.01 -0.02 -0.04
0.00 0.00 0.00
-0.01 0.01 -0.01
-0.01 0.01 0.00